Computed, not measured: a 2-piece molecular cluster, C2H6BrIO2Si overall at a distorted geometry, with ωB97M-V/def2-TZVPD.

Geometry as XYZ:
```
13
Properties=species:S:1:pos:R:3:mulliken_charge:R:1
C 0.12 -0.42 -2.41 -0.55
C 0.57 -0.37 2.37 -0.56
O 0.51 0.33 -1.25 -0.10
O 0.65 0.77 1.45 -0.17
Si -0.03 1.04 0.04 0.47
Br -0.53 3.17 0.19 -0.18
I -2.85 -1.15 -0.17 -0.51
H -0.24 0.24 -3.20 0.28
H -0.72 -0.99 -2.28 0.22
H 0.87 -0.96 -2.77 0.30
H 1.23 -1.13 2.15 0.29
H -0.52 -0.74 2.65 0.29
H 0.94 0.21 3.26 0.23
```

Output
**Frontier orbital gap**: 7.00 eV
**Calculated total energy**: -3391.53343 hartree
**E_LUMO**: -1.294 eV
**HOMO**: -8.29 eV
**M**: 297.0 g mol⁻¹

---

Computed, not measured: C20H28NO3PPb as an isolated structure at a distorted geometry, with ωB97M-V/def2-TZVPD.

Geometry as XYZ:
```
54
Properties=species:S:1:pos:R:3:mulliken_charge:R:1
C -2.65 0.11 -4.01 -0.94
C -2.51 -1.07 -3.28 -0.62
C -1.80 -1.09 -2.06 0.17
C -1.28 0.11 -1.56 0.41
C -1.35 1.28 -2.33 0.61
C -2.07 1.28 -3.54 -0.75
C -1.66 -2.42 -1.35 -0.73
C -0.27 -3.11 -1.45 -0.84
N 0.88 -2.21 -1.36 0.60
Pb -0.62 0.22 0.66 0.92
C -0.69 2.59 -1.87 -0.95
P 1.06 2.48 -1.45 0.94
H -2.95 -2.00 -3.64 0.38
H -2.16 2.22 -4.10 0.33
H -3.21 0.11 -4.94 0.38
H -1.22 3.03 -1.01 0.40
H -0.74 3.34 -2.67 0.46
H -1.94 -2.34 -0.28 0.00
H -2.37 -3.12 -1.81 0.45
H -0.19 -3.82 -0.62 0.50
C 1.58 3.89 -0.49 -1.15
C 2.02 2.30 -2.95 -1.26
H -0.23 -3.67 -2.41 0.21
C 1.35 -1.64 -2.61 -1.12
C 1.96 -2.72 -0.53 -1.18
H -0.01 1.96 0.84 -0.33
H 1.84 -2.40 -3.25 0.34
H 0.52 -1.20 -3.16 0.32
H 2.08 -0.85 -2.39 0.21
H 2.47 -3.58 -0.99 0.36
H 2.70 -1.92 -0.36 0.30
H 1.56 -3.04 0.44 0.32
H 2.11 3.27 -3.45 0.40
H 3.02 1.94 -2.67 0.41
H 1.56 1.57 -3.62 0.34
H 1.69 4.79 -1.12 0.39
H 0.87 4.11 0.32 0.34
H 2.56 3.65 -0.03 0.39
H 1.34 1.31 -0.70 -0.13
O -0.77 0.77 3.29 -0.38
C -0.39 -0.14 4.26 1.11
C 0.27 0.35 5.40 -0.93
C 0.48 -0.51 6.47 -0.39
C 0.06 -1.85 6.39 -0.63
C -0.54 -2.32 5.23 -0.53
C -0.76 -1.49 4.12 0.07
C -1.35 -2.12 2.88 0.45
O -1.60 -3.32 2.89 -0.69
O -1.63 -1.36 1.83 -0.64
H -0.49 1.66 3.59 0.21
H 0.58 1.40 5.44 0.30
H 0.97 -0.14 7.37 0.36
H 0.20 -2.52 7.24 0.36
H -0.84 -3.36 5.16 0.46
```

Output
**Frontier orbital gap**: 5.61 eV
**Calculated total energy**: -1593.41702 hartree
**E_LUMO**: -0.047 eV
**HOMO**: -5.66 eV
**M**: 568.6 g mol⁻¹

---

Computed, not measured: a 11-piece molecular cluster, C18H40N6O30S4 overall at a distorted geometry, with ωB97M-V/def2-TZVPD.

Geometry as XYZ:
```
98
Properties=species:S:1:pos:R:3:mulliken_charge:R:1
C -2.22 14.35 2.37 -0.70
N -2.81 15.69 2.40 0.92
O -2.09 16.66 2.21 -0.50
O -4.01 15.75 2.24 -0.52
H -2.95 13.72 2.87 0.33
H -1.29 14.46 2.93 0.27
H -1.91 14.07 1.37 0.19
C 2.03 14.60 -7.03 -0.80
N 1.13 14.07 -5.95 0.66
O 0.36 14.91 -5.38 -0.35
O 1.40 12.92 -5.51 -0.43
H 2.32 13.73 -7.63 0.34
H 2.92 15.03 -6.58 0.27
H 1.41 15.34 -7.53 0.29
C -1.55 14.93 -2.92 0.02
N -1.82 15.80 -1.77 0.93
O -2.75 16.53 -1.91 -0.45
O -1.15 15.72 -0.71 -0.43
H -1.40 15.72 -3.65 0.07
H -2.41 14.25 -2.95 -0.06
H -0.65 14.40 -2.62 -0.16
C 1.10 16.42 1.62 -0.34
N 2.27 16.10 0.79 0.97
O 2.51 16.93 -0.08 -0.54
O 2.86 15.03 0.92 -0.57
H 1.23 17.42 2.04 0.28
H 1.04 15.68 2.41 0.23
H 0.26 16.45 0.92 0.03
C -5.15 12.28 -2.11 -0.79
N -4.16 11.36 -2.65 0.90
O -4.49 10.52 -3.54 -0.53
O -2.99 11.47 -2.32 -0.44
H -5.73 12.64 -2.96 0.24
H -4.68 13.10 -1.58 0.28
H -5.92 11.74 -1.56 0.36
C 1.44 17.21 -3.13 -0.51
N 2.48 16.15 -3.23 1.00
O 2.46 15.28 -2.43 -0.50
O 3.27 16.27 -4.12 -0.62
H 0.70 17.13 -3.93 0.09
H 2.05 18.11 -3.11 0.46
H 0.85 17.15 -2.22 0.06
O -4.38 15.07 -5.25 -0.61
C -3.81 14.04 -5.69 0.07
O -2.51 13.81 -5.40 0.06
C -2.19 12.48 -5.65 -0.01
C -3.18 12.15 -6.80 -0.68
C -4.41 12.87 -6.39 -0.24
H -2.29 11.91 -4.72 0.07
H -1.14 12.44 -5.95 0.05
H -3.55 11.13 -6.92 0.35
H -2.80 12.56 -7.74 0.30
H -5.08 12.40 -5.67 0.24
H -4.92 13.25 -7.28 0.34
C -4.39 19.07 1.06 0.30
C -3.84 19.27 -0.37 0.25
O -4.47 20.50 -0.73 -0.30
S -4.42 21.57 0.51 1.08
O -5.64 22.39 0.62 -0.56
O -3.17 22.27 0.54 -0.54
O -4.50 20.35 1.61 -0.37
H -3.69 18.53 1.69 0.02
H -5.34 18.53 0.99 0.26
H -4.01 18.49 -1.11 -0.41
H -2.77 19.48 -0.37 0.28
C -6.15 17.40 -3.31 0.51
C -7.01 16.25 -3.79 -0.33
O -7.35 15.49 -2.71 -0.34
S -7.53 16.43 -1.35 1.10
O -6.96 15.88 -0.09 -0.50
O -8.93 16.88 -1.29 -0.58
O -6.50 17.62 -1.91 -0.22
H -6.40 18.31 -3.87 0.33
H -5.12 17.03 -3.31 -0.35
H -6.56 15.61 -4.54 0.15
H -7.99 16.59 -4.12 0.33
C 1.00 11.74 -0.37 0.29
C 2.46 12.18 -0.21 -0.01
O 3.24 11.24 -0.81 -0.43
S 2.45 10.47 -2.05 0.96
O 2.71 9.05 -2.04 -0.54
O 2.62 11.26 -3.28 -0.42
O 0.95 10.78 -1.41 -0.30
H 0.40 12.55 -0.79 -0.22
H 0.47 11.49 0.54 0.27
H 2.80 12.46 0.78 0.35
H 2.50 13.09 -0.80 0.09
C -2.67 19.29 -6.62 -0.45
C -2.68 17.82 -6.17 0.03
O -1.64 17.77 -5.11 -0.12
S -1.65 19.21 -4.34 0.84
O -0.24 19.68 -4.15 -0.63
O -2.46 19.25 -3.12 -0.30
O -2.42 20.14 -5.47 -0.31
H -3.68 19.54 -6.98 0.33
H -1.94 19.55 -7.38 0.31
H -2.25 17.24 -6.99 0.26
H -3.55 17.46 -5.63 -0.01
```

Output
**Frontier orbital gap**: 9.46 eV
**Calculated total energy**: -4887.57622 hartree
**SMILES string**: C[N+](=O)[O-].C[N+](=O)[O-].C[N+](=O)[O-].C[N+](=O)[O-].C[N+](=O)[O-].C[N+](=O)[O-].O=S1(=O)OCCO1.O=S1(=O)OCCO1.O=S1(=O)OCCO1.O=S1(=O)OCCO1.O=C1CCCO1
**E_LUMO**: -0.978 eV
**HOMO**: -10.44 eV
**M**: 948.8 g mol⁻¹

---

Among the records above, which one has the lowest M?
C2H6BrIO2Si

---

Please write out number 1 again, unchanged.
Computed, not measured: a 2-piece molecular cluster, C2H6BrIO2Si overall at a distorted geometry, with ωB97M-V/def2-TZVPD.

Geometry as XYZ:
```
13
Properties=species:S:1:pos:R:3:mulliken_charge:R:1
C 0.12 -0.42 -2.41 -0.55
C 0.57 -0.37 2.37 -0.56
O 0.51 0.33 -1.25 -0.10
O 0.65 0.77 1.45 -0.17
Si -0.03 1.04 0.04 0.47
Br -0.53 3.17 0.19 -0.18
I -2.85 -1.15 -0.17 -0.51
H -0.24 0.24 -3.20 0.28
H -0.72 -0.99 -2.28 0.22
H 0.87 -0.96 -2.77 0.30
H 1.23 -1.13 2.15 0.29
H -0.52 -0.74 2.65 0.29
H 0.94 0.21 3.26 0.23
```

Output
**Frontier orbital gap**: 7.00 eV
**Calculated total energy**: -3391.53343 hartree
**E_LUMO**: -1.294 eV
**HOMO**: -8.29 eV
**M**: 297.0 g mol⁻¹

---

The lowest HOMO belongs to which entry?
C18H40N6O30S4

---

Among the records above, which one has the lowest M?
C2H6BrIO2Si